1.
DFT (ωB97M-V/def2-TZVPD) results for 2 unconnected molecules or ions with the total composition H9N3Si2 at a distorted geometry.

Last column: natural (NBO) charge in e.
Element x y z (Å)
N: 2.05918 -1.15925 -0.26405  -1.299
N: 1.34014 1.73001 -0.56789  -1.329
N: -3.35466 -1.11130 -0.02305  -1.290
Si: 2.10141 0.45172 0.36661  1.503
Si: -3.28132 0.57954 -0.23774  0.811
H: 2.77226 -1.77644 -0.23071  0.387
H: 1.13298 -1.65948 -0.57485  0.394
H: 1.17401 2.66723 -0.10982  0.402
H: 0.73907 1.52773 -1.33998  0.395
H: -3.24142 -1.76814 0.68621  0.393
H: -3.35503 -1.60890 -0.91181  0.384
H: 1.31164 0.47947 1.64019  -0.232
H: 3.52926 0.69836 0.25467  -0.220
H: -2.92752 0.94946 1.31219  -0.299

Values from the calculation:
2S+1: 1
DFT total energy: -20371.328 eV
Frontier orbital gap: 8.75 eV
Relative energy (zero: lowest compared OMol25 entry of this formula, charge and spin): 243.7 kJ/mol
Net charge: 0

2.
DFT (ωB97M-V/def2-TZVPD) results for 4 unconnected molecules or ions with the total composition H9NO3.

Last column: natural (NBO) charge in e.
Element x y z (Å)
N: -1.90744 0.58382 1.77725  -1.099
H: -2.28364 1.15276 2.52032  0.360
H: -0.96850 0.26829 1.97345  0.377
H: -1.88220 1.15139 0.94324  0.368
O: 3.63612 -0.37480 -1.59590  -0.938
H: 3.84196 -0.75479 -2.45864  0.468
H: 4.28679 0.32874 -1.50085  0.470
O: -1.98377 -1.72768 -0.18268  -0.956
H: -2.21853 -1.43190 0.71002  0.488
H: -2.71809 -1.35779 -0.70653  0.461
O: 0.73469 0.88697 -0.13075  -0.948
H: 0.49256 1.28992 -0.97312  0.466
H: 0.97004 -0.01493 -0.37581  0.482

Values from the calculation:
2S+1: 1
DFT total energy: -7778.725 eV
Frontier orbital gap: 10.73 eV
Relative energy (zero: lowest compared OMol25 entry of this formula, charge and spin): 42.5 kJ/mol
SMILES: N.O.O.O
Net charge: 0

3.
DFT (ωB97M-V/def2-TZVPD) results for 2 unconnected molecules or ions with the total composition H9NSi3 at a distorted geometry.

Last column: natural (NBO) charge in e.
Element x y z (Å)
N: -0.69785 0.83696 -1.31676  -1.308
Si: -0.64123 1.33983 1.64287  0.433
Si: 0.83417 -2.08673 -0.40943  0.347
Si: 0.19180 0.08288 -0.09531  0.659
H: -0.41744 0.56557 -2.23530  0.399
H: -1.55942 1.27343 -1.13833  0.402
H: -1.97119 1.79808 1.18262  -0.139
H: 0.23547 2.53511 2.02868  -0.101
H: -0.87327 0.64205 2.83200  -0.157
H: 1.76693 -2.67924 0.56618  -0.116
H: -0.10706 -3.13136 -0.57552  -0.137
H: 1.58051 -2.35160 -1.75993  -0.106
H: 1.65859 1.17502 -0.72175  -0.177

Values from the calculation:
2S+1: 1
DFT total energy: -25266.167 eV
Frontier orbital gap: 8.90 eV
Relative energy (zero: lowest compared OMol25 entry of this formula, charge and spin): 132.0 kJ/mol
Net charge: 0

4.
DFT (ωB97M-V/def2-TZVPD) results for 2 unconnected molecules or ions with the total composition H9NSi3 at a distorted geometry.

Last column: natural (NBO) charge in e.
Element x y z (Å)
N: -2.15749 1.17206 -0.43874  -1.342
Si: 2.39355 0.10617 -0.58571  0.376
Si: -1.71410 -0.13182 0.55979  1.020
Si: 0.69600 -0.76815 0.69445  0.049
H: -2.83398 2.00899 -0.28457  0.430
H: -1.88758 1.17118 -1.49338  0.398
H: 2.86509 -0.76904 -1.82746  -0.115
H: 1.80124 1.42844 -1.18580  -0.122
H: 3.65661 0.23822 0.09029  -0.127
H: -2.17949 -1.52563 0.29558  -0.177
H: -2.41127 0.40036 1.71863  -0.176
H: 1.46399 -0.64683 2.09465  -0.097
H: 0.30745 -2.68396 0.36228  -0.116

Values from the calculation:
2S+1: 1
DFT total energy: -25265.954 eV
Frontier orbital gap: 9.47 eV
Relative energy (zero: lowest compared OMol25 entry of this formula, charge and spin): 152.5 kJ/mol
Net charge: 0